No. 1
C29H30BCl2F3O2 as an isolated structure. Source: the OMol25 dataset; level of theory: wB97M-V/def2-TZVPD.

Each line ends with the Mulliken charge.
Atoms and positions in Å:
H1 -4.164 1.833 1.738  0.447
H2 3.100 3.398 1.832  0.333
C1 0.962 -2.813 4.184  0.237
C2 3.335 -0.067 1.601  -1.630
H3 2.847 3.687 0.139  0.368
C3 0.029 -1.777 4.350  -1.140
H4 0.397 0.780 2.151  -0.236
H5 0.728 2.263 -2.094  0.664
F1 -4.867 -0.451 -4.015  -0.282
H6 4.381 0.356 -0.823  0.457
C4 -3.685 0.950 1.322  -1.108
H7 0.449 -1.718 -2.133  0.282
C5 -4.473 -0.103 0.855  0.174
Cl1 1.612 -3.563 5.597  -0.230
F2 -3.611 -2.039 -4.898  -0.269
H8 -1.180 -0.327 3.282  0.420
C6 -3.911 -1.306 0.411  -1.037
H9 0.268 2.347 2.443  0.418
H10 3.898 -0.888 1.150  0.382
C7 -2.532 -1.429 0.423  -0.318
Cl2 -6.170 0.041 0.826  -0.231
H11 -4.504 -2.141 0.073  0.455
H12 -1.660 1.708 1.539  0.240
F3 -4.509 -2.323 -2.898  -0.237
C8 -3.918 -1.392 -3.729  0.801
H13 -1.535 -2.574 -3.361  0.420
C9 -0.363 0.264 -1.677  0.969
H14 2.655 -0.010 -2.756  0.136
B1 0.562 0.400 -0.026  1.536
C10 0.976 -2.499 1.801  -0.201
H15 -1.641 2.002 -1.440  0.234
C11 -1.604 0.975 -1.828  0.068
O1 1.899 -0.102 -0.296  -0.584
C12 -2.293 0.866 1.234  0.772
C13 3.865 1.223 -0.405  -2.155
C14 -2.700 0.498 -2.543  -1.243
H16 -3.589 1.109 -2.688  0.463
O2 0.645 1.886 0.013  -0.709
C15 1.759 1.956 0.926  1.340
C16 1.127 0.989 -4.055  -0.386
C17 0.167 -1.353 1.946  0.408
C18 -0.260 -0.655 0.618  -0.432
C19 2.358 3.335 1.037  -1.984
H17 1.043 1.782 -4.812  0.284
C20 0.962 1.334 -2.635  0.298
C21 2.747 0.771 0.484  2.047
H18 1.268 -2.838 0.796  0.357
H19 2.047 -4.106 2.822  0.394
C22 -1.547 -1.574 -2.912  -1.132
H20 -0.375 -1.510 5.334  0.401
C23 2.291 0.955 -3.099  -1.123
C24 1.392 -3.229 2.913  -0.860
C25 1.055 1.646 2.212  -1.185
C26 -2.702 -0.803 -3.058  0.238
H21 4.013 0.493 2.248  0.335
H22 2.559 -0.529 2.212  0.206
H23 3.083 1.697 -3.250  0.336
H24 1.583 1.258 3.063  0.380
C27 -0.393 -1.082 3.204  0.322
H25 -2.013 -2.343 0.102  0.408
H26 4.599 1.804 0.151  0.335
C28 -0.451 -1.089 -2.206  -0.692
H27 -0.016 -1.554 -0.002  -0.113
H28 1.605 4.077 1.295  0.476
C29 -1.760 -0.342 0.773  0.147
H29 0.653 0.019 -4.226  0.178
H30 3.503 1.826 -1.237  0.347

Summary:
E_LUMO	-1.62	eV
frontier orbital gap	6.85	eV
maximum force	5.1	eV Å⁻¹
energy above the lowest of the compared OMol25 structures with the same formula, charge and spin	34.1	kcal per mole
2S+1	1



No. 2
One molecule with the formula C4H12N2O5P2S. Source: the OMol25 dataset; level of theory: wB97M-V/def2-TZVPD.

Each line ends with the Mulliken charge.
Atoms and positions in Å:
H1 -0.110 4.042 -0.151  0.110
O1 -1.304 -3.453 1.386  -0.561
H2 1.076 -0.856 1.391  0.287
P1 0.882 2.990 0.066  0.200
H3 -0.707 -3.885 2.086  0.368
H4 -1.812 -0.037 2.789  0.381
C1 -1.207 -0.849 -0.220  -0.103
S1 1.398 -0.980 -1.625  1.030
H5 -0.984 -1.521 -2.451  0.343
N1 2.363 3.393 -0.449  -0.661
H6 0.949 2.710 1.490  0.123
N2 0.528 -1.421 2.079  -0.709
P2 -0.983 -1.712 1.499  0.852
H7 0.000 1.600 -1.916  0.345
C2 -0.878 0.736 0.022  -0.768
O2 1.873 -0.980 -3.100  -0.600
H8 -2.355 -0.963 -0.477  0.427
O3 -2.132 -0.982 2.595  -0.551
O4 1.603 0.503 -0.810  -0.392
C3 -0.371 -1.564 -1.432  -0.625
H9 -0.668 0.930 1.181  0.184
H10 2.324 4.349 -0.881  0.219
H11 -1.850 1.369 -0.233  0.273
C4 0.389 1.331 -0.829  0.027
O5 2.286 -2.028 -0.846  -0.572
H12 -0.310 -2.724 -1.162  0.373

Summary:
E_LUMO	-0.29	eV
frontier orbital gap	8.75	eV
maximum force	8.2	eV Å⁻¹
2S+1	1
SMILES	N=[PH2][C@@H]1C[C@H](P(=N)(O)O)CS(=O)(=O)O1



No. 3
A 2-piece molecular cluster, C3H11N2S2 overall. Source: the OMol25 dataset; level of theory: wB97M-V/def2-TZVPD.

Each line ends with the Mulliken charge.
Atoms and positions in Å:
H1 2.001 -1.032 1.039  0.244
H2 -0.788 3.323 0.939  0.253
H3 -1.750 -1.154 -1.427  0.456
H4 -0.437 -2.115 -0.868  0.347
S1 0.671 1.324 1.533  -0.031
S2 -1.268 2.024 0.909  -0.253
C1 0.980 0.387 0.103  0.118
H5 -0.774 -2.038 1.275  0.248
H6 1.506 2.065 -1.252  0.330
H7 -2.542 -1.519 1.087  0.285
C2 -1.475 -1.368 0.859  -0.439
H8 -1.275 -0.337 1.370  -0.007
H9 -0.070 1.489 -1.055  0.333
N1 0.882 1.228 -1.228  -0.259
N2 2.052 -0.536 0.110  -0.453
H10 0.975 0.626 -2.098  0.376
H11 2.486 -0.952 -0.682  0.210
C3 -1.174 -1.415 -0.616  -0.756

Summary:
E_LUMO (alpha / beta)	-4.37 / -4.04	eV
frontier orbital gap (alpha / beta)	7.32 / 7.76	eV
maximum force	3.9	eV Å⁻¹
energy above the lowest of the compared OMol25 structures with the same formula, charge and spin	117.0	kcal per mole
2S+1	1
total charge	+1



No. 4
One molecule with the formula C16H12Cl2N2O3. Source: the OMol25 dataset; level of theory: wB97M-V/def2-TZVPD.

Each line ends with the Mulliken charge.
Atoms and positions in Å:
O1 0.834 0.323 -1.301  -0.409
H1 -2.025 -5.888 3.553  0.354
C1 -1.813 -5.038 4.171  -1.461
O2 2.393 4.823 -3.801  -0.493
H2 -1.003 1.196 -1.007  0.351
C2 -1.780 -1.407 1.924  0.690
H3 2.704 6.596 -2.466  0.212
N1 -1.556 -0.214 1.153  -0.727
C3 -2.387 -1.382 3.140  -0.281
H4 1.553 2.802 -5.206  0.371
C4 -0.885 -0.691 0.101  0.312
C5 -0.547 0.214 -1.103  -0.561
C6 1.130 1.476 -3.460  0.926
C7 -1.224 -3.693 2.124  -1.089
C8 3.045 5.553 -2.691  -0.165
H5 -2.453 -5.122 5.042  0.384
H6 -0.825 -4.637 1.758  0.321
C9 1.278 1.365 -2.059  -0.356
H7 -0.979 -0.256 -1.953  0.340
C10 1.626 2.593 -4.117  -1.140
Cl1 0.156 0.420 -4.390  -0.227
C11 2.114 3.593 -3.360  1.330
H8 -2.646 -0.468 3.677  0.380
H9 2.134 2.531 -0.347  0.453
C12 -2.511 -2.496 3.956  0.330
N2 -0.588 -2.001 0.214  -0.062
C13 2.314 3.610 -2.052  0.246
H10 -0.071 -2.621 -0.409  0.205
Cl2 -3.150 -2.520 5.545  -0.225
O3 2.917 4.727 -1.579  -0.436
C14 -1.923 -3.754 3.404  0.511
C15 -1.136 -2.531 1.430  0.107
H11 4.133 5.711 -2.966  0.218
C16 1.951 2.440 -1.400  -0.711
H12 -0.780 -5.254 4.476  0.301

Summary:
E_LUMO	0.62	eV
frontier orbital gap	8.91	eV
maximum force	4.9	eV Å⁻¹
energy above the lowest of the compared OMol25 structures with the same formula, charge and spin	16.8	kcal per mole
2S+1	1
SMILES	Cc1cc2[nH]c(COc3cc4c(cc3Cl)OCO4)nc2cc1Cl



No. 5
An isolated ion of composition C4H5O3 and charge +1. Source: the OMol25 dataset; level of theory: wB97M-V/def2-TZVPD.

Each line ends with the Mulliken charge.
Atoms and positions in Å:
C1 -0.712 -0.154 -0.419  -0.264
C2 0.541 -0.524 0.397  -0.319
H1 0.300 -0.902 1.394  0.282
H2 -1.648 -0.425 0.077  0.288
C3 0.424 1.718 0.182  0.427
C4 -0.399 2.110 1.499  0.343
H3 -0.712 -0.566 -1.431  0.301
H4 1.201 -1.231 -0.107  0.305
O1 1.255 0.718 0.505  -0.350
H5 0.912 2.615 -0.207  0.373
O2 -0.630 1.272 -0.552  -0.355
O3 -1.263 1.917 2.179  -0.031

Summary:
E_LUMO	-6.13	eV
frontier orbital gap	10.29	eV
maximum force	1.7	eV Å⁻¹
energy above the lowest of the compared OMol25 structures with the same formula, charge and spin	25.9	kcal per mole
2S+1	1
total charge	+1